Density functional theory data (wB97M-V/def2-TZVPD) for C12H28O6Sn as an isolated structure in a non-equilibrium geometry.

CARTESIAN COORDINATES (ANGSTROEM)
H  -15.924  25.661  13.058
H  -19.555  22.473  12.551
C  -18.618  20.770  13.450
H  -14.491  24.084  16.585
H  -9.885  22.956  19.241
O  -15.483  23.967  14.244
C  -13.503  19.870  16.534
H  -17.184  25.238  14.234
Sn  -15.494  22.059  14.254
C  -10.466  23.687  18.683
O  -17.582  22.836  13.241
C  -12.567  24.089  17.586
H  -17.319  19.800  11.229
C  -13.908  23.459  17.270
H  -14.602  23.454  18.117
C  -14.812  18.399  15.219
H  -9.991  23.835  17.710
H  -17.950  24.584  12.138
O  -17.397  20.095  13.302
H  -15.766  18.297  14.706
H  -16.175  18.877  12.123
H  -12.007  24.067  16.645
H  -10.417  24.596  19.288
C  -17.199  19.243  12.161
H  -12.839  25.100  17.908
O  -14.659  19.719  15.744
H  -18.740  21.143  14.468
H  -16.423  23.688  11.761
H  -14.795  17.761  16.105
H  -12.638  19.931  15.866
H  -14.020  24.016  15.692
H  -17.935  18.440  12.174
C  -14.829  24.646  15.320
H  -12.833  21.125  18.108
H  -15.607  24.765  16.078
O  -13.847  22.223  16.569
O  -11.830  23.355  18.521
H  -13.999  18.102  14.555
C  -18.562  22.011  12.623
H  -14.392  25.620  15.098
H  -19.480  20.167  13.164
C  -16.422  24.833  13.564
C  -17.138  23.973  12.536
H  -18.461  21.886  11.539
H  -14.602  20.970  18.004
C  -13.681  21.074  17.425
H  -13.278  19.000  17.157

Its LUMO energy is -8.34 eV. The charge is +2. Its relative energy (zero: lowest compared OMol25 entry of this formula, charge and spin) is 112.1 kcal/mol. The gap between HOMO and LUMO comes out at 6.58 eV.

Density functional theory data (wB97M-V/def2-TZVPD) for a 3-piece molecular cluster, C12H29B3BrNO5 overall in a non-equilibrium geometry.

CARTESIAN COORDINATES (ANGSTROEM)
H  -0.219  -1.396  -3.034
H  2.238  6.300  -5.624
H  3.374  5.721  -6.849
C  2.063  -2.890  5.551
H  0.327  0.828  -1.901
H  -5.430  -4.252  4.792
C  2.550  4.144  -5.626
H  1.752  3.894  -6.333
C  -4.978  -3.223  5.172
H  1.422  -1.965  5.934
H  0.885  -0.418  -0.183
C  -3.526  -3.188  5.969
H  1.837  -4.219  3.582
H  3.856  5.796  -5.139
O  -0.983  -3.438  4.940
C  1.052  4.650  -3.789
H  -6.622  -2.393  4.370
H  -0.914  -2.872  -0.647
H  1.238  -2.065  0.298
B  -0.071  -2.913  3.906
H  -1.177  -1.602  0.575
H  3.217  -2.711  5.630
C  0.904  0.438  -2.743
H  2.148  -2.349  3.321
H  3.380  3.461  -5.844
O  2.130  3.864  -4.292
H  -1.335  -1.234  -1.146
Br  -1.675  0.667  3.260
O  -0.513  -2.171  2.673
H  1.399  -1.407  -3.709
H  1.777  -3.866  6.152
H  -0.544  3.459  -4.632
C  3.029  5.573  -5.822
O  1.336  -1.753  -1.707
H  0.863  4.305  -2.767
B  -1.682  -1.373  3.162
C  -0.762  -1.810  -0.417
H  -3.366  -4.188  6.559
C  1.587  -3.153  3.996
C  0.718  -1.465  -0.455
O  -2.869  -2.188  3.582
B  -2.361  -2.932  4.789
N  -5.741  -2.096  4.886
H  0.523  0.906  -3.656
H  1.944  0.749  -2.599
H  -3.588  -2.305  6.734
H  -0.100  4.846  -5.626
C  -0.228  4.509  -4.596
C  0.811  -1.075  -2.845
H  -1.030  5.104  -4.146
H  1.354  5.698  -3.708

Its LUMO energy is 0.17 eV. The charge is 0. The SMILES is [H]/N=C/CB1OB(Br)OB(CC)O1.CCOCC.CCOCC. Its relative energy (zero: lowest compared OMol25 entry of this formula, charge and spin) is 97.8 kcal/mol. The gap between HOMO and LUMO comes out at 9.63 eV.

Density functional theory data (wB97M-V/def2-TZVPD) for C12H29BeN4O7P as an isolated structure in a non-equilibrium geometry.

CARTESIAN COORDINATES (ANGSTROEM)
H  -1.602  0.728  2.221
H  3.108  2.436  -1.523
C  -1.568  -3.516  -1.369
P  1.942  -1.030  1.877
H  -1.188  1.901  -3.482
H  0.886  -3.178  1.940
C  -1.436  -2.184  -0.709
O  -1.782  -0.307  2.245
H  -2.734  2.341  -0.507
H  2.387  3.985  -1.028
H  -3.321  -3.447  0.823
C  1.075  -2.383  2.672
H  0.120  -2.039  3.088
C  1.123  2.288  -0.788
N  -1.566  -0.623  0.936
H  -3.374  -2.207  2.110
O  1.181  -0.568  0.638
N  -0.415  1.729  0.797
C  2.182  3.025  -1.508
H  -0.085  4.406  1.464
H  1.695  -2.790  3.480
H  -0.861  -3.602  -2.198
H  3.420  -2.386  0.593
H  -2.449  1.698  -4.731
N  0.653  1.115  -1.263
C  0.821  3.805  1.308
C  -1.957  -1.851  0.572
H  1.589  4.462  0.884
C  0.522  2.639  0.438
C  -1.687  1.177  -4.127
H  1.104  0.766  3.246
H  2.722  1.118  2.570
O  1.125  0.751  -2.404
H  -2.582  -3.675  -1.760
H  1.183  3.470  2.292
H  2.559  -0.010  3.951
H  -2.051  -3.399  2.060
H  4.161  -1.899  2.153
H  -1.358  -4.317  -0.644
C  -2.719  -2.777  1.445
H  -1.127  0.321  -5.779
O  -1.152  2.052  1.825
O  -0.243  -1.359  -2.438
H  -2.166  0.413  -3.506
Be  -0.156  0.058  0.008
C  3.548  -1.561  1.308
C  2.091  0.342  3.022
N  -0.744  -1.148  -1.204
H  0.402  -0.541  -2.540
H  -3.211  0.898  -0.684
O  -0.687  0.595  -4.958
O  -3.306  1.789  -1.074
H  4.042  -0.718  0.805
H  1.885  3.208  -2.547

Its LUMO energy (spin up / spin down) is -0.34 / -0.34 eV. The charge is 0. The gap between HOMO and LUMO (spin up / spin down) comes out at 5.85 / 5.84 eV.

Density functional theory data (wB97M-V/def2-TZVPD) for C12H29CeNO2S2 as an isolated structure.

CARTESIAN COORDINATES (ANGSTROEM)
H  -0.623  -4.095  1.402
H  -0.141  -2.598  2.311
H  -2.093  0.879  2.134
H  2.907  2.015  -0.617
C  -0.329  1.151  -2.969
C  -0.527  -3.001  1.353
S  2.155  0.116  1.747
C  3.655  -0.448  0.860
H  -2.715  -2.763  1.630
H  2.039  3.475  -0.027
H  -5.109  1.033  1.314
H  0.240  -3.522  -1.523
H  4.580  -0.111  1.349
C  -4.163  2.916  1.596
H  0.096  2.687  -0.540
H  -2.169  -2.492  -0.072
C  0.794  1.967  -2.296
H  2.080  -0.547  -2.998
H  -0.860  -0.192  2.912
S  -0.337  -0.711  -2.959
H  1.076  -4.527  -0.275
H  -1.329  1.434  -2.599
H  -0.308  1.354  -4.046
C  2.084  1.925  1.396
C  -1.851  -0.161  2.406
H  1.884  -3.104  -1.028
H  1.779  1.646  -2.657
O  0.452  -2.577  0.368
O  -1.859  -0.864  1.117
H  0.603  2.998  -2.619
H  3.610  -0.087  -0.177
H  1.478  -2.228  -3.273
C  0.925  -3.517  -0.679
H  -2.648  -0.537  3.063
H  -3.589  3.591  2.253
C  2.029  2.379  -0.070
H  3.619  -1.548  0.889
C  1.342  -1.166  -3.523
H  -4.278  1.295  2.978
C  -1.900  -2.362  1.005
H  2.980  2.335  1.873
H  1.411  -1.029  -4.610
H  1.215  2.275  1.974
C  -4.521  1.691  1.977
H  -4.456  3.319  0.613
N  0.785  1.967  -0.797
Ce  -0.012  -0.263  -0.169

Its spin multiplicity is 2. Its LUMO energy (spin up / spin down) is -10.25 / -10.16 eV. The charge is +3. The gap between HOMO and LUMO (spin up / spin down) comes out at 7.24 / 7.33 eV.